No. 1
ORCA calculation (ωB97M-V/def2-TZVPD) on C28H33AsBrN2O12SSbTi as an isolated structure.

Calculated values
- E_tot: -228496.02722 eV
- ΔE to the lowest compared entry with this formula, charge and spin: 0.00 kcal/mol
- Spin multiplicity: 3
- E_LUMO (spin up / spin down): 3.867 / 3.866 eV
- Net charge: -2
- Highest occupied orbital energy (spin up / spin down): -0.8 / -3.8 eV
- HOMO-LUMO gap (spin up / spin down): 4.7 / 7.7 eV
- <S²>: 2.025

The geometry in XYZ format:
```
80
C28H33AsBrN2O12SSbTi | the Open Molecules 2025 dataset | ωB97M-V/def2-TZVPD
Ti 0.93697 -1.04147 -1.97888
O 0.44353 -3.51083 1.85854
As 0.86167 -3.64218 0.13331
O -0.02514 -4.87906 -0.42707
O 0.55753 -2.05147 -0.40030
C 2.78616 -3.79908 0.35525
C 3.26158 -4.15958 1.61145
C 4.62518 -4.29561 1.83464
C 5.52519 -4.07209 0.80495
C 5.06123 -3.70746 -0.45012
C 3.70064 -3.56954 -0.66978
S 3.13980 -3.04705 -2.27786
O 4.15320 -3.42895 -3.21893
O 1.82256 -3.65827 -2.40536
O 2.98630 -1.57351 -2.11922
H -0.34001 -4.06823 1.95551
H 2.55798 -4.32318 2.41508
H 4.98066 -4.57632 2.81837
H 6.58904 -4.18009 0.97659
H 5.73908 -3.53241 -1.27477
O -0.60281 0.36777 -2.29203
C 0.20165 1.29181 -1.93153
O 1.39039 0.89683 -1.59005
C -0.17078 2.68499 -1.89290
C 0.75533 3.67006 -1.49396
C 0.40114 4.99183 -1.42838
C -0.91622 5.38452 -1.76778
C -1.84855 4.40462 -2.18953
C -1.47552 3.08757 -2.24592
N -1.29076 6.71370 -1.68219
O -2.47479 7.04041 -1.98288
O -0.44217 7.56877 -1.29583
H 1.76201 3.36101 -1.24202
H 1.09942 5.75464 -1.11929
H -2.84489 4.72602 -2.45238
H -2.18301 2.32924 -2.55753
Br -5.53916 -0.70268 -4.42794
C -3.90309 -1.52166 -3.91298
C -3.91152 -2.48056 -2.91178
N -2.80879 -3.09906 -2.51470
C -1.65371 -2.75259 -3.08661
C -1.55794 -1.78981 -4.08611
C -2.71972 -1.17161 -4.52448
C -0.24418 -1.37591 -4.71677
O -0.22717 -1.09039 -5.90022
O 0.77953 -1.35656 -3.92531
H -4.84014 -2.75516 -2.42346
H -0.77491 -3.29312 -2.74426
H -2.66911 -0.43435 -5.31364
C -1.47936 2.77104 3.85103
C -1.78114 2.63074 2.36348
C -1.48139 3.91419 1.59754
Sb -0.86277 0.87255 1.44527
C 1.00331 0.89425 2.57154
C 1.84985 -0.32768 2.22431
C 1.77514 2.16733 2.23244
C -2.06699 -0.48080 2.68433
C -2.80496 -1.45591 1.76934
C -1.31930 -1.21308 3.79142
H -2.05417 3.59652 4.28836
H -0.42261 2.99208 4.01977
H -1.72145 1.86360 4.41031
H -2.84751 2.40300 2.24702
H -0.42060 4.17100 1.62502
H -2.03048 4.76110 2.02450
H -1.75740 3.83536 0.54573
H 0.75939 0.88350 3.63744
H 2.11883 -0.31887 1.16495
H 1.33853 -1.26909 2.42200
H 2.78389 -0.31984 2.79980
H 1.96163 2.22899 1.15691
H 2.75012 2.16904 2.73440
H 1.24617 3.07422 2.52851
H -2.80080 0.18926 3.14594
H -2.10552 -2.07435 1.20362
H -3.42520 -0.93373 1.03758
H -3.45678 -2.12362 2.34654
H -0.56351 -1.88345 3.38235
H -2.01466 -1.82616 4.37973
H -0.82390 -0.52518 4.47992
```

---

No. 2
ORCA calculation (ωB97M-V/def2-TZVPD) on C28H33BBaClF4N8PSSi as an isolated structure at a distorted geometry.

Calculated values
- E_tot: -94257.05747 eV
- ΔE to the lowest compared entry with this formula, charge and spin: 82.85 kcal/mol
- E_LUMO (spin up / spin down): -0.387 / -0.386 eV
- Highest occupied orbital energy (spin up / spin down): -3.7 / -3.7 eV
- HOMO-LUMO gap (spin up / spin down): 3.3 / 3.3 eV

The geometry in XYZ format:
```
79
C28H33BBaClF4N8PSSi | the Open Molecules 2025 dataset | ωB97M-V/def2-TZVPD
Ba 0.92449 0.21525 -0.01880
N -0.59999 0.94953 2.26821
N -0.40367 2.34785 2.51977
C 0.87358 2.90900 2.34296
N 1.43439 3.57032 3.33009
S 1.73900 2.72409 0.86964
H -1.58856 0.72228 2.05898
H -0.23300 0.35484 3.05948
H -1.14548 2.97162 2.11181
H 0.96910 3.73486 4.16525
H 2.35919 3.99531 3.15298
Cl -3.93981 1.87873 1.77261
C -5.01211 0.45082 1.70095
C -6.29554 0.61690 2.31246
C -7.28859 -0.35403 2.25207
C -6.97255 -1.53522 1.55690
C -5.67427 -1.73140 1.12195
C -4.66479 -0.77013 1.16281
P -3.02515 -1.15178 0.30394
C -3.39444 -1.15742 -1.48185
C -2.41947 -1.61922 -2.39534
C -2.72390 -1.75328 -3.72321
C -3.92338 -1.18913 -4.23348
C -4.87559 -0.71513 -3.31153
C -4.63934 -0.75067 -1.98278
C -2.75668 -2.86075 0.79510
C -2.56801 -3.91301 -0.09600
C -2.49161 -5.21833 0.39223
C -2.54254 -5.48001 1.74172
C -2.77688 -4.44292 2.61281
C -2.86735 -3.12645 2.16620
H -6.40581 1.48551 2.99817
H -8.28009 -0.10816 2.63828
H -7.71260 -2.32842 1.36162
H -5.46699 -2.72956 0.63356
H -1.43169 -1.89350 -2.00717
H -2.06071 -2.20749 -4.42543
H -3.98942 -0.91447 -5.27284
H -5.89084 -0.39127 -3.61500
H -5.36355 -0.32800 -1.26825
H -2.51430 -3.72865 -1.12824
H -2.43553 -6.01858 -0.34459
H -2.30764 -6.44170 2.13934
H -2.91562 -4.59180 3.71449
H -2.89056 -2.32711 2.87166
C 5.31450 0.79189 -0.89706
Si 4.41831 2.21842 0.06507
C 5.36829 2.64412 1.62692
C 4.47053 3.69050 -1.03866
C 4.84503 4.88340 -0.36973
C 5.62688 5.81956 -1.01792
C 6.07204 5.66865 -2.33173
C 5.59073 4.55323 -2.98403
C 4.70274 3.63369 -2.43572
H 5.17457 -0.22335 -0.55378
H 6.37607 1.13099 -0.99683
H 4.99613 0.72638 -1.91450
H 6.20327 3.37190 1.52939
H 5.84620 1.76522 2.15209
H 4.61821 3.02821 2.37398
H 4.54269 5.12173 0.65916
H 5.81850 6.77036 -0.50683
H 6.77863 6.37830 -2.76172
H 5.97675 4.36287 -3.98575
H 4.22257 2.88081 -3.08154
F 3.11911 0.48962 -2.46464
B 1.82354 0.86512 -2.92785
F 1.32667 1.78550 -1.91351
F 1.90790 1.55036 -4.15771
F 0.94068 -0.21076 -2.99015
N 3.09550 -3.83671 -1.06295
N 2.37907 -3.46022 0.05877
N 2.12202 -4.17308 1.19016
C 1.62067 -3.31511 2.06993
N 1.51948 -2.05484 1.51057
N 2.00358 -2.15311 0.26642
H 3.16075 -4.80307 -1.10874
H 2.81101 -3.42905 -1.92748
H 1.39568 -3.62087 3.10284
```

---

No. 3
ORCA calculation (ωB97M-V/def2-TZVPD) on C28H33BrHgN5O5Sb2Se as an isolated structure at a distorted geometry.

Calculated values
- E_tot: -199890.81079 eV
- ΔE to the lowest compared entry with this formula, charge and spin: 175.47 kcal/mol
- Spin multiplicity: 2
- E_LUMO (spin up / spin down): 3.778 / 3.627 eV
- Net charge: -2
- Highest occupied orbital energy (spin up / spin down): 0.3 / 0.3 eV
- HOMO-LUMO gap (spin up / spin down): 3.5 / 3.4 eV
- <S²>: 0.754

The geometry in XYZ format:
```
76
C28H33BrHgN5O5Sb2Se | the Open Molecules 2025 dataset | ωB97M-V/def2-TZVPD
Hg 6.99795 11.40610 15.91866
N 6.86614 12.87651 12.20551
C 5.76998 12.19814 12.96444
C 6.18464 10.78186 13.05866
O 5.97657 10.05542 11.97546
N 6.56259 10.25546 14.21853
C 7.15892 8.88263 14.13833
C 8.43441 8.95008 13.27473
O 9.09356 7.83864 13.26798
O 8.77598 10.02961 12.72831
H 7.57804 13.23778 12.90895
H 6.57130 13.73636 11.74725
H 4.88285 12.27162 12.38173
H 5.54871 12.55845 14.00217
H 6.41598 8.16332 13.72037
H 7.38827 8.38387 15.11395
C 10.34109 4.85628 12.69977
Sb 10.59094 6.91982 12.11409
C 12.03230 8.00374 13.19105
C 10.00283 6.93121 9.97105
C 10.37448 8.23066 9.41765
C 11.72416 8.37716 9.15152
C 12.17090 9.53627 8.61502
C 11.25805 10.41423 8.01520
C 9.89616 10.28809 8.20062
C 9.39398 9.23213 9.02771
C 7.99272 9.38389 9.53259
Sb 7.51149 11.41174 10.49294
C 5.79347 12.02573 9.24405
C 9.14511 12.76562 9.92443
H 10.33000 4.36790 11.68105
H 9.33864 4.79157 13.17949
H 11.11688 4.43395 13.29346
H 12.82786 7.43675 13.66699
H 11.55500 8.60871 13.95622
H 12.43923 8.59893 12.42085
H 8.93791 6.69138 10.10269
H 10.60980 6.11761 9.57687
H 12.36881 7.51438 9.40338
H 13.22492 9.73050 8.55014
H 11.61801 11.26716 7.40472
H 9.16156 10.93198 7.76385
H 7.60136 8.58849 10.24861
H 7.24469 9.40534 8.66991
H 5.97289 13.08924 8.88701
H 4.90541 12.00092 9.85258
H 5.77720 11.30527 8.41609
H 9.44256 12.66387 8.89768
H 9.95951 12.41723 10.58459
H 8.82990 13.82759 10.19543
Br 7.13618 18.46338 19.72866
C 7.50509 17.37579 18.17893
C 8.64426 16.61871 18.14918
C 8.81996 15.68948 17.09303
C 7.92496 15.66901 16.02770
C 6.90673 16.64488 15.96738
C 6.64873 17.39307 17.07028
C 8.01962 14.68236 14.89243
O 8.88636 14.88055 14.00544
O 7.09282 13.75789 14.91708
H 9.38285 16.68302 18.93249
H 9.71928 15.11168 16.91600
H 6.26857 16.82102 15.10530
H 5.77644 18.01575 17.03932
Se 6.01982 12.89308 18.97590
N 7.18555 12.61669 20.36424
C 8.31073 11.99799 19.94556
C 9.43837 11.64044 20.76217
C 10.56138 11.14901 20.11569
C 10.64966 11.05428 18.68707
N 9.54717 11.28910 17.92134
C 8.43746 11.77700 18.50257
N 7.38189 12.27886 17.79418
H 9.37215 11.89086 21.82156
H 11.51268 10.91126 20.57570
H 11.56743 10.88666 18.13097
```